A structure of composition C10H6NO5Ti in a non-equilibrium geometry. Source: OMol25; level of theory: ωB97M-V with the def2-TZVPD basis set.

Geometry as XYZ:
```
23
Properties=species:S:1:pos:R:3:mulliken_charge:R:1
O 3.381 -3.225 -1.796 -0.2007
C 2.497 -2.499 -1.809 0.1733
Ti 0.547 0.676 -1.290 -0.4129
O 3.523 -0.145 -0.153 -0.2202
C 2.474 0.153 -0.554 0.3869
C 0.437 2.660 -0.548 0.4273
O 0.335 3.726 -0.099 -0.2069
C -1.381 0.626 -2.221 0.4770
O -2.443 0.618 -2.681 -0.2259
C 1.371 1.343 -3.176 0.4292
O 1.777 1.714 -4.195 -0.1893
H 0.559 -0.795 -2.000 0.2032
C -1.691 -0.832 2.877 -0.0677
C -0.594 -1.494 2.329 -0.8595
C -0.029 -1.034 1.139 0.1776
N -0.504 0.087 0.555 0.0460
C -1.578 0.745 1.051 0.0442
C -2.189 0.300 2.224 -0.8558
H -2.162 -1.173 3.807 0.4061
H -0.174 -2.378 2.810 0.3929
H 0.808 -1.553 0.658 0.3030
H -1.912 1.625 0.489 0.3926
H -3.051 0.853 2.583 0.3799
```

Output
- Gap between HOMO and LUMO (spin up / spin down): 6.976 / 8.300 eV
- Lowest unoccupied orbital energy (spin up / spin down): -5.2230 / -5.2118 eV
- Charge: +1
- Expectation value of S²: 2.01
- E_tot: -45301.502 eV
- 2S+1: 3